# C42H117N3O25

15 unconnected molecules or ions with the total composition C42H117N3O25 (ωB97M-V/def2-TZVPD, the OMol25 dataset).

Last column: Löwdin charge in e.
Cartesian coordinates (Å):
C (1.630, 1.747, -5.525)  -0.1910
C (2.364, 0.412, -5.578)  -0.1875
O (2.322, -0.325, -4.342)  -0.0861
O (0.207, 1.675, -5.453)  -0.0799
H (1.878, 2.424, -6.342)  0.1317
H (2.078, 2.198, -4.639)  0.0964
H (3.430, 0.479, -5.795)  0.1269
H (1.924, -0.166, -6.390)  0.1181
H (2.175, -1.256, -4.526)  0.0886
H (-0.061, 2.597, -5.452)  0.0261
C (2.666, -6.124, -0.434)  -0.1993
C (2.330, -7.233, 0.532)  -0.2451
O (0.982, -7.644, 0.507)  -0.0502
O (2.585, -4.787, 0.107)  -0.0822
H (2.054, -6.267, -1.325)  0.1096
H (3.664, -6.287, -0.842)  0.1163
H (2.530, -6.840, 1.529)  0.1065
H (2.918, -8.136, 0.368)  0.1216
H (0.969, -8.169, -0.297)  0.0813
H (3.439, -4.549, 0.473)  0.0275
C (-1.401, -1.561, -5.546)  -0.2315
C (-1.068, -2.569, -6.619)  -0.2204
O (0.292, -2.539, -7.029)  -0.0524
O (-1.579, -0.261, -6.067)  -0.1028
H (-0.627, -1.409, -4.794)  0.1038
H (-2.303, -1.725, -4.957)  0.1242
H (-1.730, -2.497, -7.482)  0.1331
H (-1.259, -3.466, -6.031)  0.1081
H (0.718, -3.051, -6.338)  0.0781
H (-0.804, 0.281, -5.899)  0.0337
C (-5.202, 0.731, -5.472)  -0.2431
C (-6.510, 0.127, -4.898)  -0.2415
O (-7.330, -0.395, -5.933)  -0.0591
O (-4.376, -0.268, -6.018)  -0.0544
H (-4.572, 1.177, -4.703)  0.0897
H (-5.634, 1.478, -6.139)  0.1091
H (-7.025, 0.898, -4.325)  0.1094
H (-6.309, -0.715, -4.235)  0.1191
H (-7.151, 0.173, -6.686)  0.0725
H (-3.443, -0.047, -5.974)  0.0269
C (3.540, -4.875, 3.713)  -0.1869
C (4.734, -4.059, 3.244)  -0.2263
O (4.836, -4.000, 1.821)  -0.0748
O (2.319, -4.321, 3.126)  -0.0818
H (3.480, -4.866, 4.801)  0.1235
H (3.613, -5.898, 3.344)  0.1065
H (5.612, -4.588, 3.617)  0.1161
H (4.810, -3.089, 3.737)  0.1042
H (5.601, -3.494, 1.538)  0.1030
H (2.451, -4.517, 2.195)  0.0229
C (4.030, -0.253, 5.982)  -0.2398
C (2.854, -1.183, 5.497)  -0.1800
O (1.748, -0.315, 5.210)  -0.0880
O (4.639, 0.515, 4.969)  -0.0630
H (4.869, -0.747, 6.472)  0.1145
H (3.618, 0.468, 6.688)  0.1142
H (2.563, -1.812, 6.339)  0.1151
H (3.305, -1.745, 4.679)  0.0917
H (2.046, 0.362, 4.598)  0.0354
H (3.945, 1.031, 4.553)  0.0527
C (1.044, 2.206, 2.904)  -0.1891
C (1.166, 3.250, 1.762)  -0.2058
O (2.180, 4.197, 2.132)  -0.0611
O (2.236, 1.433, 3.077)  -0.0887
H (0.171, 1.557, 2.831)  0.0963
H (0.852, 2.650, 3.881)  0.1278
H (0.221, 3.780, 1.634)  0.1045
H (1.423, 2.742, 0.833)  0.0975
H (1.859, 5.092, 2.001)  0.0781
H (2.265, 0.845, 2.319)  0.0280
C (5.019, -3.488, -2.115)  -0.0865
C (4.558, -2.139, -2.263)  -0.3993
O (5.465, -1.376, -1.580)  -0.0542
H (4.511, -4.182, -2.785)  0.0901
H (4.813, -3.810, -1.094)  0.0571
H (6.102, -3.580, -2.192)  0.0919
H (3.559, -2.064, -1.833)  0.1024
H (4.546, -1.776, -3.291)  0.1175
H (5.211, -0.483, -1.824)  0.0611
C (4.208, 3.045, -1.116)  -0.0693
C (3.536, 2.529, -2.316)  -0.3420
O (3.787, 1.158, -2.420)  -0.0856
H (3.605, 3.847, -0.690)  0.0681
H (5.110, 3.591, -1.393)  0.0794
H (4.394, 2.333, -0.312)  0.0861
H (3.992, 2.984, -3.195)  0.1124
H (2.454, 2.654, -2.355)  0.1019
H (3.242, 0.769, -3.107)  0.0282
C (-2.145, 3.982, -7.188)  -0.0603
C (-1.976, 4.024, -5.683)  -0.3107
O (-0.617, 4.224, -5.376)  -0.0887
H (-1.450, 3.241, -7.582)  0.0783
H (-1.852, 4.956, -7.580)  0.0824
H (-3.132, 3.567, -7.395)  0.0831
H (-2.255, 3.099, -5.179)  0.0948
H (-2.616, 4.818, -5.298)  0.1170
H (-0.357, 5.107, -5.650)  0.1091
C (-0.463, -5.212, -2.892)  -0.0815
C (-0.379, -3.969, -2.027)  -0.3336
O (0.551, -3.040, -2.558)  -0.1030
H (0.537, -5.535, -3.180)  0.0658
H (-1.030, -4.943, -3.783)  0.0574
H (-0.994, -6.028, -2.402)  0.0763
H (-0.012, -4.333, -1.067)  0.0925
H (-1.369, -3.528, -1.906)  0.1186
H (0.351, -2.276, -2.013)  -0.0032
C (-2.851, 2.092, 1.991)  -0.0542
C (-3.721, 1.162, 1.117)  -0.2737
O (-2.842, 0.242, 0.479)  -0.1114
H (-3.386, 2.898, 2.493)  0.0549
H (-2.222, 2.608, 1.266)  0.0515
H (-2.246, 1.575, 2.736)  0.0677
H (-4.325, 1.610, 0.329)  0.1083
H (-4.411, 0.646, 1.785)  0.1032
H (-2.616, 0.623, -0.373)  0.0108
C (-2.676, 1.729, -2.753)  -0.0548
O (-1.877, 1.021, -1.799)  -0.2166
C (-0.564, 0.770, -2.260)  -0.1445
C (0.357, 0.070, -1.163)  -0.1643
N (-0.219, -1.151, -0.762)  -0.0681
C (0.561, -1.900, 0.236)  -0.1369
C (1.024, -1.166, 1.559)  -0.1323
O (2.142, -0.377, 1.193)  -0.2425
C (3.404, -0.989, 1.015)  -0.0424
H (-2.323, 2.760, -2.757)  0.0737
H (-3.723, 1.637, -2.466)  0.0995
H (-2.671, 1.346, -3.774)  0.0652
H (-0.123, 1.656, -2.717)  0.1038
H (-0.666, 0.037, -3.060)  0.1075
H (0.427, 0.591, -0.208)  0.1069
H (1.369, 0.049, -1.569)  0.1187
H (-1.037, -0.815, -0.274)  0.0971
H (1.346, -2.421, -0.312)  0.0968
H (-0.172, -2.630, 0.577)  0.1136
H (1.324, -1.944, 2.260)  0.1125
H (0.252, -0.572, 2.047)  0.1075
H (4.153, -0.295, 0.633)  0.0948
H (3.321, -1.745, 0.233)  0.0680
H (3.784, -1.404, 1.948)  0.0882
C (-2.093, -2.174, 3.151)  -0.1054
O (-2.653, -2.584, 4.408)  -0.1732
C (-1.635, -3.346, 5.095)  -0.1936
C (-0.335, -2.552, 5.457)  -0.2657
N (-0.554, -1.524, 6.345)  -0.0408
C (-1.092, -1.776, 7.683)  -0.1877
C (-0.997, -0.530, 8.561)  -0.2109
O (0.345, -0.112, 8.559)  -0.1972
C (1.107, -0.896, 9.471)  -0.1040
H (-1.685, -2.979, 2.540)  0.0865
H (-1.384, -1.351, 3.239)  0.0662
H (-2.980, -1.796, 2.643)  0.0848
H (-1.492, -4.253, 4.509)  0.1134
H (-1.953, -3.770, 6.048)  0.1028
H (0.149, -2.258, 4.526)  0.0931
H (0.292, -3.377, 5.794)  0.1101
H (0.269, -0.940, 6.395)  0.0739
H (-0.542, -2.629, 8.080)  0.1020
H (-2.129, -2.108, 7.648)  0.1154
H (-1.407, -0.655, 9.563)  0.1202
H (-1.464, 0.319, 8.061)  0.1277
H (1.074, -1.919, 9.097)  0.0710
H (0.790, -0.903, 10.514)  0.0874
H (2.161, -0.628, 9.386)  0.0859
C (-0.407, 4.226, -1.064)  -0.0972
O (-1.468, 4.707, -0.245)  -0.1921
C (-1.937, 5.957, -0.705)  -0.2137
C (-3.404, 5.765, -1.004)  -0.2418
N (-4.142, 5.344, 0.123)  -0.0624
C (-4.432, 6.421, 1.006)  -0.2119
C (-5.281, 6.018, 2.178)  -0.2669
O (-4.564, 5.246, 3.049)  -0.1981
C (-5.207, 4.805, 4.262)  -0.0684
H (-0.709, 4.069, -2.100)  0.0728
H (-0.333, 3.217, -0.658)  0.0712
H (0.539, 4.766, -1.023)  0.0992
H (-1.510, 6.363, -1.622)  0.1219
H (-1.781, 6.718, 0.060)  0.1173
H (-3.633, 5.061, -1.804)  0.1147
H (-3.867, 6.669, -1.400)  0.1192
H (-3.477, 4.688, 0.508)  0.0913
H (-5.033, 7.116, 0.420)  0.1261
H (-3.463, 6.854, 1.258)  0.1162
H (-6.131, 5.478, 1.762)  0.1244
H (-5.725, 6.864, 2.704)  0.1213
H (-6.184, 4.413, 3.980)  0.0802
H (-5.456, 5.658, 4.893)  0.0850
H (-4.681, 3.963, 4.712)  0.0891

The maximum force comes out at 0.07594 hartree/bohr. The HOMO energy is -7.75 eV. The frontier orbital gap comes out at 0.2830 Eh. The charge is 0.